The molecule C4H9NO at a distorted geometry. Source: OMol25; level of theory: ωB97M-V with the def2-TZVPD basis set.

Values from the calculation:
SMILES = CCC(=O)NC
E_HOMO = -8.975 eV
2S+1 = 1
Energy above the lowest of the compared OMol25 structures with the same formula, charge and spin = 3.163 eV
Strongest force on any atom = 4.35 eV/A

CARTESIAN COORDINATES (ANGSTROEM)
1 C 2.3347 -0.3217 0.1867
2 C 1.0964 0.4429 -0.2366
3 C -0.1560 -0.0792 0.4279
4 O -0.1871 -0.9769 1.2506
5 N -1.2847 0.5015 -0.0603
6 C -2.6671 -0.2512 -0.1312
7 H 2.2407 -1.3813 -0.0687
8 H 3.2190 0.0834 -0.3106
9 H 2.4722 -0.2561 1.2683
10 H 1.1821 1.5145 -0.0193
11 H 0.9301 0.3647 -1.3211
12 H -1.2581 1.3439 -0.6135
13 H -2.9308 -0.2564 -1.2132
14 H -2.4703 -1.2963 0.1441
15 H -2.5211 0.5682 0.6969

Mulliken charges in e: -1.1775, -0.3275, 0.5801, -0.6145, -0.3096, -0.7898, 0.2847, 0.3675, 0.2916, 0.3105, 0.2927, 0.2413, 0.2169, 0.1969, 0.4367



The molecule C4H9NO at a distorted geometry. Source: OMol25; level of theory: ωB97M-V with the def2-TZVPD basis set.

Values from the calculation:
E_HOMO = -7.326 eV
2S+1 = 1
Energy above the lowest of the compared OMol25 structures with the same formula, charge and spin = 4.673 eV
Strongest force on any atom = 2.56 eV/A

CARTESIAN COORDINATES (ANGSTROEM)
1 C 1.2598 1.3140 -0.2507
2 N 0.7640 -0.0216 0.0245
3 C 0.5013 -0.3588 1.2859
4 C -0.0225 -0.5867 -0.8496
5 C -1.4839 -0.8522 -0.6802
6 O -2.0149 -0.2263 0.5004
7 H 0.5322 2.0408 0.1183
8 H 1.4363 1.5001 -1.3113
9 H 2.1751 1.5270 0.2887
10 H 0.6565 -1.3977 1.5440
11 H 0.8526 0.2747 2.0878
12 H -1.2295 -0.1770 1.0704
13 H 0.3871 -0.7902 -1.8206
14 H -1.8198 -1.8652 -0.4920
15 H -1.9944 -0.3810 -1.5156

Mulliken charges in e: -0.9217, 0.0942, -1.0089, -0.2053, -0.3547, -0.5928, 0.3461, 0.3354, 0.3370, 0.2749, 0.3564, 0.4110, 0.4347, 0.2295, 0.2644



The molecule C4H9NO at a distorted geometry. Source: OMol25; level of theory: ωB97M-V with the def2-TZVPD basis set.

Values from the calculation:
SMILES = C=C[C@H](C)NO
E_HOMO = -9.288 eV
2S+1 = 1
Energy above the lowest of the compared OMol25 structures with the same formula, charge and spin = 3.218 eV
Strongest force on any atom = 2.21 eV/A

CARTESIAN COORDINATES (ANGSTROEM)
1 C 0.1257 -0.4711 0.2029
2 C 0.9825 0.0459 1.3565
3 N 0.9172 -0.6155 -1.1040
4 C -1.0287 0.3963 -0.1144
5 C -2.2828 0.0399 -0.2890
6 O 1.5564 0.6193 -1.4602
7 H 1.0347 0.9639 -2.1959
8 H 1.6945 -1.2500 -0.9225
9 H -0.2171 -1.4913 0.4064
10 H -0.7337 1.4772 -0.0460
11 H -3.0743 0.7639 -0.3906
12 H -2.5641 -0.9999 -0.3396
13 H 1.3535 1.0435 1.1309
14 H 1.8407 -0.6111 1.4949
15 H 0.3957 0.0891 2.2706

Mulliken charges in e: 0.5374, -1.3206, -0.4022, -0.3597, -0.7125, -0.4284, 0.3324, 0.2601, 0.2943, 0.2292, 0.2673, 0.2511, 0.3285, 0.3559, 0.3671



A structure of composition C4H9NO at a distorted geometry. Source: OMol25; level of theory: ωB97M-V with the def2-TZVPD basis set.

Values from the calculation:
E_HOMO = -8.957 eV
2S+1 = 1
Energy above the lowest of the compared OMol25 structures with the same formula, charge and spin = 3.293 eV
Strongest force on any atom = 3.78 eV/A

CARTESIAN COORDINATES (ANGSTROEM)
1 C -0.9709 -1.2112 0.3804
2 N -0.3081 0.0279 0.7604
3 C 1.0486 -0.1057 1.0906
4 C -0.4020 1.2166 -0.0551
5 O -0.2319 2.3060 0.4435
6 C -0.1772 0.8093 -1.4489
7 H -1.1555 -1.7928 1.2903
8 H -1.9374 -0.9809 -0.0712
9 H -0.3842 -1.8323 -0.3159
10 H 1.2721 -1.0209 1.6503
11 H 1.4370 0.8087 1.5377
12 H 1.7026 -0.1474 -0.1516
13 H -0.1128 1.6349 -2.1607
14 H -0.7992 -0.0182 -1.8120
15 H 1.0190 0.3060 -1.1378

Mulliken charges in e: -1.0290, -0.0129, -0.7174, 0.4390, -0.5515, -0.6502, 0.2895, 0.4062, 0.3848, 0.3333, 0.2884, 0.1495, 0.3220, 0.2834, 0.0648



The molecule C4H9NO at a distorted geometry. Source: OMol25; level of theory: ωB97M-V with the def2-TZVPD basis set.

Values from the calculation:
SMILES = C[C@H]1N[C@H]1CO
E_HOMO = -9.777 eV
2S+1 = 1
Energy above the lowest of the compared OMol25 structures with the same formula, charge and spin = 2.170 eV
Strongest force on any atom = 1.05 eV/A

CARTESIAN COORDINATES (ANGSTROEM)
1 C -1.4971 0.7738 0.2955
2 C -0.7626 -0.0187 -0.7670
3 N 0.4879 0.5959 -1.2049
4 C 0.5346 -0.6913 -0.5239
5 C 1.0617 -0.7770 0.8912
6 O 1.6000 0.4465 1.3232
7 H -0.8160 1.0002 1.1228
8 H -1.8580 1.7369 -0.0909
9 H -2.3608 0.2249 0.6827
10 H -1.3354 -0.6771 -1.4098
11 H 0.6919 0.5310 -2.1971
12 H 0.7551 -1.5383 -1.1743
13 H 1.7935 -1.5924 0.9583
14 H 0.2087 -1.0586 1.5312
15 H 1.4965 1.0441 0.5629

Mulliken charges in e: -1.2327, 0.3179, -0.6877, -0.1133, -0.7327, -0.5445, 0.3690, 0.2902, 0.2975, 0.4347, 0.2235, 0.4266, 0.3276, 0.2518, 0.3723



A cluster of 2 separate species, C4H9NO in total. Source: OMol25; level of theory: ωB97M-V with the def2-TZVPD basis set.

Values from the calculation:
SMILES = C=C=NC.CO
E_HOMO = -8.700 eV
2S+1 = 1
Energy above the lowest of the compared OMol25 structures with the same formula, charge and spin = 3.665 eV
Strongest force on any atom = 0.86 eV/A

CARTESIAN COORDINATES (ANGSTROEM)
1 C -1.4315 -1.5467 -0.9962
2 O -1.2733 -0.2759 -1.5826
3 C 0.9422 0.5756 -0.1965
4 N 0.3527 0.0330 0.7211
5 C 0.6265 0.2858 2.1179
6 C 1.3351 1.4310 -1.1095
7 H -0.5240 -2.1639 -1.0860
8 H -2.2371 -2.0385 -1.5452
9 H -1.6960 -1.5083 0.0688
10 H 1.6359 0.6638 2.3109
11 H -0.0919 1.0813 2.3440
12 H 0.3915 -0.5697 2.7483
13 H 1.2921 2.4545 -0.7545
14 H 1.6526 1.2175 -2.1159
15 H -0.9748 0.3604 -0.9245

Mulliken charges in e: -0.5216, -0.5099, 0.5117, -0.2338, -0.8963, -0.8704, 0.2291, 0.2656, 0.2234, 0.3238, 0.3143, 0.2625, 0.2536, 0.2921, 0.3559



The molecule C4H9NO at a distorted geometry. Source: OMol25; level of theory: ωB97M-V with the def2-TZVPD basis set.

Values from the calculation:
SMILES = CCNC(C)=O
E_HOMO = -9.499 eV
2S+1 = 1
Energy above the lowest of the compared OMol25 structures with the same formula, charge and spin = 0.989 eV
Strongest force on any atom = 2.81 eV/A

CARTESIAN COORDINATES (ANGSTROEM)
1 C -1.2524 1.2463 -0.1464
2 C 0.1170 1.4272 0.5334
3 N 0.6761 0.2217 0.9639
4 C 0.3032 -1.0805 0.4370
5 C 0.7178 -1.2565 -1.0210
6 O 0.5011 2.4988 0.9092
7 H -1.0423 0.7021 -1.0774
8 H -1.6017 2.1953 -0.5565
9 H -2.0378 0.8813 0.5038
10 H 1.0066 0.2858 1.9118
11 H 0.7794 -1.8510 1.0376
12 H -0.7762 -1.2585 0.5581
13 H 1.1423 -0.3375 -1.3982
14 H 1.5619 -1.9563 -1.0762
15 H -0.0948 -1.7183 -1.5791

Mulliken charges in e: -0.9460, 0.5010, -0.2566, -0.3441, -1.1515, -0.5782, 0.3065, 0.3019, 0.2647, 0.2539, 0.3934, 0.2331, 0.4063, 0.3459, 0.2699



A cluster of 2 separate species, C4H9NO in total at a distorted geometry. Source: OMol25; level of theory: ωB97M-V with the def2-TZVPD basis set.

Values from the calculation:
SMILES = C=CN.CC=O
E_HOMO = -8.530 eV
2S+1 = 1
Energy above the lowest of the compared OMol25 structures with the same formula, charge and spin = 3.122 eV
Strongest force on any atom = 4.68 eV/A

CARTESIAN COORDINATES (ANGSTROEM)
1 C 2.2256 1.0174 0.4329
2 C 2.2163 0.9413 -0.9294
3 N 0.9330 1.0089 -1.6214
4 H 1.3518 1.2733 1.0460
5 H 3.2540 1.0289 0.9407
6 H 3.1200 0.9259 -1.4589
7 H 0.1723 0.9903 -0.9446
8 H 0.9941 1.6106 -2.4440
9 O -2.2731 -3.0588 0.4768
10 C -2.3078 -1.8583 0.1723
11 C -1.8242 -0.7576 0.9864
12 H -2.9310 -1.5936 -0.6992
13 H -1.1443 0.0911 0.8159
14 H -1.1976 -1.3034 1.7200
15 H -2.5892 -0.3160 1.5063

Mulliken charges in e: -0.7320, 0.1037, -0.4570, 0.1848, 0.2014, 0.3541, 0.1492, 0.2102, -0.4790, 0.1825, -0.7870, 0.3072, 0.1515, 0.2874, 0.3228



A cluster of 2 separate species, C4H9NO in total at a distorted geometry. Source: OMol25; level of theory: ωB97M-V with the def2-TZVPD basis set.

Values from the calculation:
E_HOMO = -7.951 eV
2S+1 = 1
Energy above the lowest of the compared OMol25 structures with the same formula, charge and spin = 4.871 eV
Strongest force on any atom = 1.95 eV/A

CARTESIAN COORDINATES (ANGSTROEM)
1 N 1.5283 -0.5989 -0.9016
2 C 0.2346 -0.9993 -0.7699
3 C -0.6712 -0.2303 -0.0359
4 C -2.1258 -0.5904 -0.0526
5 C -0.2662 0.9198 0.6056
6 O 2.3614 1.3750 0.7233
7 H 1.5911 0.3237 -0.4584
8 H -0.1048 -1.8215 -1.3845
9 H 0.7722 1.1978 0.7995
10 H -2.6166 -0.0008 -0.8298
11 H -2.5779 -0.3449 0.9141
12 H -2.2390 -1.6433 -0.3373
13 H 2.9983 2.0036 1.0756
14 H 2.1577 -1.1637 -0.3253
15 H -1.0422 1.5732 0.9771

Mulliken charges in e: -0.4283, -0.2129, 0.9607, -1.3182, -0.9009, -1.0014, 0.2699, 0.3529, 0.5526, 0.2945, 0.3570, 0.3718, 0.1645, 0.3093, 0.2286



A cluster of 2 separate species, C4H9NO in total at a distorted geometry. Source: OMol25; level of theory: ωB97M-V with the def2-TZVPD basis set.

Values from the calculation:
SMILES = C=CO.C=NC
E_HOMO = -8.903 eV
2S+1 = 1
Energy above the lowest of the compared OMol25 structures with the same formula, charge and spin = 3.188 eV
Strongest force on any atom = 1.64 eV/A

CARTESIAN COORDINATES (ANGSTROEM)
1 C 2.7311 -0.0129 -1.3131
2 C 2.6078 1.6104 0.3269
3 N 2.0880 0.5801 -0.1759
4 H 2.4761 -1.0600 -1.4314
5 H 3.8082 0.2054 -1.4205
6 H 2.3327 0.5019 -2.1971
7 H 2.1327 2.3472 0.9636
8 H 3.6531 1.8296 0.0442
9 C -3.9198 -0.6722 0.0840
10 C -2.8264 -0.7248 0.8247
11 O -2.4351 -1.8232 1.5262
12 H -3.9494 0.1320 -0.6353
13 H -4.6340 -1.4794 0.1731
14 H -2.2008 0.1518 1.0009
15 H -1.8644 -1.5859 2.2298

Mulliken charges in e: -0.6906, -0.2482, -0.3077, 0.2416, 0.2945, 0.2817, 0.2545, 0.1759, -0.6890, 0.1011, -0.4808, 0.2413, 0.2499, 0.2370, 0.3389



no.,electronic energy (Eh),LUMO (eV),frontier orbital gap (hartree)
1,-287.716213,0.8,0.35795
2,-287.660708,0.4,0.28453
3,-287.714187,1.1,0.38093
4,-287.711418,0.8,0.35937
5,-287.752690,1.0,0.39562
6,-287.697759,0.8,0.34750
7,-287.796098,0.9,0.38352
8,-287.717705,0.9,0.34554
9,-287.653433,-1.8,0.22519
10,-287.715295,0.9,0.35989